ORCA calculation (ωB97M-V/def2-TZVPD) on a structure of composition CH2O4S2.

As for the energy above the lowest of the compared OMol25 structures with the same formula, charge and spin: 45.64 kcal per mole. The multiplicity is 1. The HOMO energy (alpha / beta) comes out at -0.35890 / -0.35884 Eh. The calculation puts the orbital gap (alpha / beta) at 7.634 / 7.632 eV. Its largest force on an atom is 0.08202 Eh/bohr. As for the LUMO energy (alpha / beta): -2.132 / -2.133 eV.

Atoms and positions in Å:
C 1.724 0.089 0.191
O -0.439 -0.838 1.320
O 0.453 -2.167 -0.499
O -2.428 1.928 0.274
O -1.166 0.298 -0.941
S 0.396 -0.931 0.154
S -2.370 0.595 -0.120
H 1.397 1.092 0.199
H 2.433 -0.066 -0.577